Here is an isolated ion of composition C5H14NS and charge +1 from the OMol25 dataset. Energies are from wB97M-V/def2-TZVPD.

XYZ file:
```
21
C5H14NS (wB97M-V/def2-TZVPD)
C 3.443 -0.702 1.448
S 1.853 -0.503 0.573
C 0.589 0.830 0.999
C -0.764 0.444 0.555
C -1.016 0.091 -0.931
C -1.973 1.120 -1.659
N -1.597 -1.388 -0.936
H 4.111 -1.443 0.913
H 3.335 -1.133 2.475
H 3.910 0.233 1.542
H 0.994 1.777 0.538
H 0.667 1.143 2.078
H -1.370 1.352 0.911
H -0.986 -0.364 1.316
H -0.060 -0.073 -1.384
H -2.943 1.106 -1.283
H -2.019 0.696 -2.697
H -1.322 2.032 -1.698
H -2.102 -1.553 -0.132
H -1.955 -1.685 -1.800
H -0.795 -1.982 -0.825
```

Its structure (SMILES) is CSCC[C@H](C)[NH3+]. As for the total energy: -651.5453 Ha. As for the energy above the lowest of the compared OMol25 structures with the same formula, charge and spin: 42.2 kcal per mole. Its net charge is +1. The HOMO-LUMO gap comes out at 8.58 eV. The HOMO energy comes out at -11.888 eV.



Here is a 2-piece molecular cluster, C4H5N2O2 overall from the OMol25 dataset. Energies are from wB97M-V/def2-TZVPD.

XYZ file:
```
13
C4H5N2O2 (wB97M-V/def2-TZVPD)
C -0.154 -1.171 0.155
C -1.445 -0.885 -0.071
C 0.534 0.120 0.328
C -1.640 0.568 -0.093
N -0.338 1.127 0.285
N 2.975 0.037 0.019
O 3.278 -1.065 0.064
O 3.282 1.131 -0.066
H 0.223 -2.153 -0.030
H -2.193 -1.671 -0.171
H -1.759 1.040 -1.121
H -2.639 0.768 0.377
H -0.124 2.154 0.324
```

As for the total energy: -414.9097 Ha. As for the energy above the lowest of the compared OMol25 structures with the same formula, charge and spin: 119.7 kcal per mole. Its net charge is +1. The HOMO-LUMO gap (spin up / spin down) comes out at 7.97 / 7.97 eV. The HOMO energy (spin up / spin down) comes out at -14.237 / -14.238 eV.



Here is C57H46N4OOsP3Te as an isolated structure from the OMol25 dataset. Energies are from wB97M-V/def2-TZVPD.

XYZ file:
```
113
C57H46N4OOsP3Te (wB97M-V/def2-TZVPD)
Os 1.537 1.534 -0.642
Te 1.023 2.185 2.550
C -0.537 1.649 3.902
C -1.218 0.441 3.864
C -2.252 0.239 4.766
N -2.635 1.144 5.660
C -1.976 2.297 5.696
C -0.927 2.599 4.840
C 0.696 0.568 1.180
P 2.427 -0.033 1.026
C 2.670 -0.781 2.687
C 1.637 -1.464 3.324
C 1.858 -2.047 4.562
C 3.102 -1.937 5.170
C 4.134 -1.265 4.533
C 3.922 -0.691 3.288
C 2.623 -1.525 -0.017
C 3.500 -1.399 -1.097
C 3.904 -2.520 -1.803
C 3.426 -3.773 -1.447
C 2.536 -3.901 -0.392
C 2.152 -2.785 0.335
P -0.652 0.659 -0.159
C -1.317 1.190 -1.872
C -0.499 1.180 -3.000
C -0.958 1.623 -4.232
C -2.262 2.075 -4.355
C -3.095 2.075 -3.246
C -2.625 1.652 -2.012
C -1.666 1.882 0.742
C -1.310 3.229 0.618
C -1.998 4.202 1.331
C -3.037 3.828 2.173
C -3.405 2.496 2.283
C -2.724 1.522 1.562
H -0.974 -0.312 3.126
H -2.816 -0.688 4.759
H -2.314 3.015 6.434
H -0.437 3.565 4.886
H 0.671 -1.544 2.841
H 1.062 -2.603 5.041
H 3.269 -2.388 6.139
H 5.109 -1.201 4.998
H 4.727 -0.174 2.779
H 3.888 -0.418 -1.350
H 4.599 -2.422 -2.628
H 3.752 -4.653 -1.985
H 2.157 -4.879 -0.121
H 1.505 -2.883 1.194
H 0.521 0.813 -2.919
H -0.296 1.625 -5.089
H -2.623 2.444 -5.305
H -4.115 2.427 -3.339
H -3.279 1.696 -1.152
H -0.504 3.509 -0.054
H -1.716 5.242 1.233
H -3.562 4.584 2.743
H -4.206 2.210 2.953
H -2.998 0.477 1.640
O 2.238 3.362 0.362
C 3.389 3.985 0.277
C 3.811 4.763 1.377
C 4.969 5.501 1.341
C 5.772 5.481 0.201
C 5.398 4.709 -0.873
C 4.217 3.948 -0.872
C 3.891 3.138 -2.032
N 2.975 2.175 -2.149
C 3.110 1.632 -3.410
C 4.098 2.277 -4.072
N 4.574 3.219 -3.200
H 3.166 4.762 2.247
H 5.258 6.099 2.194
H 6.684 6.059 0.156
H 6.055 4.680 -1.733
H 2.507 0.807 -3.745
H 4.497 2.147 -5.062
H 5.313 3.870 -3.396
N -1.265 -0.836 0.077
P -2.002 -1.952 -0.794
C -3.526 -1.446 -1.635
C -3.723 -1.652 -2.997
C -4.904 -1.236 -3.593
C -5.887 -0.617 -2.835
C -5.692 -0.407 -1.477
C -4.512 -0.810 -0.878
C -1.040 -2.714 -2.115
C -1.363 -3.994 -2.562
C -0.780 -4.482 -3.720
C 0.089 -3.683 -4.450
C 0.414 -2.411 -4.000
C -0.131 -1.937 -2.819
C -2.379 -3.226 0.427
C -1.286 -3.957 0.892
C -1.434 -4.832 1.953
C -2.678 -4.978 2.554
C -3.770 -4.266 2.083
C -3.627 -3.389 1.017
H -2.960 -2.135 -3.591
H -5.060 -1.405 -4.650
H -6.811 -0.301 -3.301
H -6.460 0.073 -0.886
H -4.338 -0.625 0.176
H -2.078 -4.591 -2.008
H -1.020 -5.478 -4.069
H 0.519 -4.055 -5.371
H 1.090 -1.791 -4.572
H 0.144 -0.968 -2.423
H -0.328 -3.831 0.406
H -0.584 -5.392 2.321
H -2.795 -5.658 3.387
H -4.735 -4.384 2.558
H -4.482 -2.841 0.644
```

As for the spin multiplicity: 5. As for the total energy: -3876.3964 Ha. Its expectation value of S² is 6.04. Its net charge is +1. The HOMO-LUMO gap (spin up / spin down) comes out at 7.47 / 5.12 eV. The HOMO energy (spin up / spin down) comes out at -9.258 / -9.802 eV.



Here is C14H21N3O2S as an isolated structure from the OMol25 dataset. Energies are from wB97M-V/def2-TZVPD.

XYZ file:
```
41
C14H21N3O2S (wB97M-V/def2-TZVPD)
O -2.813 2.214 5.868
C -1.795 2.593 5.371
O -0.643 2.755 6.111
C -1.647 3.011 3.926
C -0.585 2.184 3.238
C -0.932 0.834 2.879
C -0.043 -0.003 2.292
C 1.256 0.492 2.035
N 2.259 -0.181 1.464
S 3.496 0.819 1.389
N 2.874 2.137 2.065
C 1.612 1.830 2.382
C 0.658 2.675 3.000
H 0.008 2.095 5.844
H -2.601 2.865 3.426
H -1.392 4.069 3.890
H -1.937 0.498 3.094
H -0.321 -1.010 2.020
H 0.899 3.690 3.279
C 1.677 0.263 -2.258
C 0.632 -0.781 -1.896
N -0.418 -0.905 -2.890
C -1.575 -1.645 -2.422
C -1.392 -3.126 -2.067
C 0.029 -1.197 -4.240
C 0.882 -2.454 -4.459
H 1.207 1.221 -2.482
H 2.353 0.400 -1.414
H 2.283 -0.034 -3.115
H 0.156 -0.481 -0.958
H 1.141 -1.735 -1.689
H -2.361 -1.554 -3.176
H -1.953 -1.124 -1.536
H -1.264 -3.747 -2.952
H -2.278 -3.489 -1.542
H -0.535 -3.284 -1.411
H 0.596 -0.335 -4.601
H -0.856 -1.245 -4.878
H 1.691 -2.527 -3.731
H 1.339 -2.418 -5.450
H 0.294 -3.369 -4.405
```

As for the total energy: -1258.9922 Ha. As for the energy above the lowest of the compared OMol25 structures with the same formula, charge and spin: 45.6 kcal per mole. The HOMO-LUMO gap comes out at 7.31 eV. The HOMO energy comes out at -8.147 eV.